Formula: C38H107N7O17
Source: OMol25
Level of theory: ωB97M-V/def2-TZVPD

```
169
Properties=species:S:1:pos:R:3:forces:R:3
C 6.968 -3.498 -2.346 -1.54 -0.86 -0.84
O 5.691 -2.916 -2.155 -0.34 -0.54 0.06
C 5.256 -2.128 -3.245 0.77 1.61 1.75
C 3.805 -1.638 -3.015 0.79 -1.45 -0.15
C 3.596 -0.533 -4.048 -0.90 -0.46 0.53
N 3.598 -1.220 -1.653 0.24 2.56 1.19
H 7.040 -4.238 -1.571 0.41 -0.27 0.46
H 7.778 -2.794 -2.309 0.43 0.51 -0.05
H 6.934 -4.049 -3.310 0.48 0.31 0.31
H 6.007 -1.258 -3.193 -1.24 -0.58 -0.86
H 5.285 -2.643 -4.181 0.39 -0.53 -0.77
H 3.080 -2.511 -3.088 0.93 0.84 -0.78
H 3.938 -0.818 -5.050 -0.03 0.00 0.26
H 4.116 0.358 -3.709 0.17 0.14 -0.09
H 2.529 -0.329 -4.079 -0.01 0.23 -0.33
H 4.014 -1.893 -0.997 0.02 0.55 -0.47
H 3.971 -0.217 -1.467 -0.53 -2.13 -0.21
C -6.769 1.191 1.129 -0.13 1.40 0.90
O -5.555 1.814 0.775 -0.54 -0.24 -0.86
C -4.909 1.213 -0.349 1.93 0.02 1.58
C -3.776 2.228 -0.719 0.12 -2.42 -0.69
C -4.239 3.303 -1.662 0.73 0.93 0.35
N -2.649 1.457 -1.364 -0.98 0.63 0.23
H -6.664 0.176 1.468 0.19 -0.58 -0.29
H -7.568 1.330 0.405 0.09 -0.34 -0.48
H -7.096 1.735 2.012 -0.14 0.10 0.18
H -4.512 0.205 0.042 -0.17 1.26 -0.94
H -5.500 1.049 -1.233 -0.79 -0.16 -0.11
H -3.406 2.636 0.187 0.13 0.64 1.09
H -3.377 4.020 -1.798 -0.93 -0.61 -0.24
H -5.068 3.877 -1.240 0.04 -0.13 -0.02
H -4.554 2.860 -2.603 0.09 0.11 -0.24
H -2.062 1.046 -0.635 -0.12 -0.15 -0.21
H -2.111 2.122 -1.899 0.45 0.07 -0.18
C -0.747 -6.513 0.821 -0.49 0.72 0.76
O -1.415 -5.807 -0.240 0.71 -0.39 1.92
C -1.238 -4.412 -0.090 -1.24 0.08 1.37
C -1.915 -3.815 -1.256 0.19 -0.15 -1.04
C -1.166 -4.305 -2.482 -0.61 0.61 -0.45
N -1.743 -2.378 -1.127 -0.99 0.27 -0.05
H -1.248 -6.355 1.839 0.58 0.15 -1.26
H 0.322 -6.192 0.892 -0.74 -0.35 -0.06
H -0.841 -7.571 0.625 0.21 -0.23 -0.26
H -1.678 -3.909 0.850 0.50 -1.27 -0.78
H -0.188 -4.129 -0.135 0.36 -0.03 0.13
H -2.994 -4.102 -1.370 0.82 0.38 0.57
H -0.177 -3.922 -2.378 1.11 0.13 0.01
H -1.565 -3.782 -3.345 -0.21 -0.30 -0.49
H -1.124 -5.375 -2.603 -0.24 -0.25 -0.11
H -0.833 -2.068 -1.461 0.17 -0.23 -0.18
H -2.444 -1.970 -1.720 -0.22 0.79 -0.41
C 1.868 6.198 3.577 -1.19 0.47 -2.96
O 0.815 5.332 3.126 0.26 0.34 0.41
C 0.548 5.385 1.732 1.54 -1.65 0.84
C -0.624 4.440 1.419 -0.02 1.34 -1.10
C -0.732 3.251 2.339 0.27 -1.73 -2.15
N -0.470 4.090 -0.038 -1.04 -1.23 0.46
H 1.529 7.259 3.473 0.50 -0.51 -0.30
H 2.782 5.985 2.962 -0.46 0.39 0.81
H 1.954 6.053 4.601 0.60 -0.67 1.82
H 0.372 6.396 1.454 -0.47 1.00 -0.50
H 1.462 5.042 1.182 -0.54 0.12 0.20
H -1.504 5.051 1.580 -0.55 0.19 -0.07
H -1.697 2.773 2.391 -1.04 0.60 0.05
H -0.379 3.459 3.314 0.59 0.01 0.83
H -0.230 2.393 1.834 0.49 0.56 0.70
H -0.657 4.867 -0.681 -0.01 -0.25 0.59
H -1.156 3.334 -0.274 0.80 0.99 0.21
C 2.939 -1.766 3.408 -1.69 0.64 0.99
O 3.918 -1.165 2.670 0.96 0.62 -1.40
C 5.210 -1.454 3.158 -1.15 -0.71 0.65
C 6.272 -0.770 2.402 2.72 1.08 0.41
C 6.224 -1.099 0.945 0.48 1.88 -1.42
N 7.572 -1.171 3.074 -0.11 0.79 -0.43
H 2.930 -1.421 4.444 0.33 -0.04 0.38
H 2.954 -2.837 3.413 0.25 -0.87 -0.18
H 1.974 -1.431 3.037 -0.12 -0.14 -0.36
H 5.208 -1.138 4.171 0.41 0.38 1.26
H 5.349 -2.542 3.203 0.22 -0.09 -0.35
H 6.303 0.325 2.582 -0.75 -0.44 -0.28
H 6.384 -2.132 0.759 0.56 -1.08 -0.14
H 6.894 -0.445 0.293 -0.48 -1.01 1.00
H 5.248 -0.914 0.542 -0.73 0.26 -0.06
H 7.829 -2.055 2.681 0.33 -0.66 -0.08
H 8.366 -0.531 2.857 -1.18 -0.54 0.06
C -6.814 -1.859 3.926 -0.94 -0.28 -1.31
O -7.029 -3.040 3.170 -1.05 -0.43 0.32
C -6.098 -3.354 2.194 0.63 0.42 -1.43
C -6.277 -2.620 0.794 -0.35 1.23 1.11
C -7.660 -2.948 0.197 1.05 0.46 1.07
N -5.181 -2.915 -0.181 -2.95 -1.87 -0.13
H -7.275 -1.017 3.371 0.29 -0.06 0.54
H -5.753 -1.730 3.975 0.67 0.49 0.57
H -7.322 -2.010 4.884 0.35 0.21 -0.10
H -5.093 -3.211 2.571 0.56 0.48 0.05
H -6.147 -4.425 2.023 -0.38 -0.35 -0.18
H -6.345 -1.492 0.965 0.69 -1.56 -0.11
H -7.820 -2.291 -0.649 -0.39 -0.11 -0.19
H -8.387 -2.825 1.009 -0.03 0.23 -0.38
H -7.677 -3.984 -0.058 -0.16 -0.87 -0.59
H -5.318 -3.950 -0.384 0.75 1.73 0.05
H -4.280 -2.751 0.174 1.39 0.09 0.84
C 6.551 4.071 -4.533 -0.16 -0.69 0.63
O 5.263 3.800 -4.005 -0.33 0.33 -0.18
C 5.276 3.152 -2.761 0.43 0.09 0.41
C 3.887 2.894 -2.238 -1.43 -0.60 -0.12
C 3.101 4.186 -1.960 -0.39 -0.79 -1.47
N 4.077 2.067 -1.032 -0.62 -0.13 0.27
H 6.605 5.070 -4.915 -0.02 0.77 0.14
H 6.764 3.430 -5.370 0.03 -0.60 -0.42
H 7.300 3.873 -3.763 0.20 0.33 -0.09
H 5.829 2.187 -2.840 -0.17 0.56 0.28
H 5.715 3.819 -1.963 0.31 -0.54 -0.68
H 3.293 2.286 -2.964 0.52 0.31 0.32
H 3.641 4.733 -1.242 0.60 0.92 1.15
H 2.092 3.963 -1.585 0.25 0.06 -0.05
H 3.031 4.805 -2.872 -0.05 -0.28 0.33
H 4.665 2.579 -0.387 0.21 -0.03 0.18
H 3.212 1.936 -0.479 0.48 0.15 -0.66
O -3.079 -1.344 2.941 -0.67 -1.83 -0.19
C -3.164 -0.672 4.118 -1.15 2.55 0.73
C -1.893 -0.390 4.885 0.66 -0.50 0.72
O -1.029 0.629 4.392 -0.07 0.57 -0.59
H -2.560 -0.934 2.279 1.11 1.11 -1.39
H -3.683 0.354 4.010 0.43 -1.13 -0.05
H -3.846 -1.279 4.710 0.19 0.10 0.58
H -1.254 -1.298 4.827 -0.45 0.39 0.50
H -2.169 -0.101 5.923 0.15 -0.65 -0.41
H -1.334 1.523 4.627 -0.13 -0.54 -0.08
O -0.094 -1.195 -3.626 -0.91 -0.31 -0.52
C -0.008 0.186 -3.283 1.30 -1.18 0.06
C -0.435 1.066 -4.410 -1.66 1.42 -0.05
O -0.389 2.504 -4.091 1.68 -1.21 -0.47
H -1.022 -1.430 -3.846 0.61 0.46 0.31
H -0.581 0.395 -2.414 -0.80 0.25 0.84
H 1.042 0.245 -2.954 -0.25 0.67 -0.33
H -1.496 0.899 -4.606 -0.23 -0.12 0.49
H -0.055 0.794 -5.378 1.21 0.18 -0.36
H 0.565 2.750 -4.172 -1.12 -0.06 0.20
O -6.005 -1.089 -2.105 0.82 -0.04 1.95
C -5.551 -1.520 -3.329 -0.11 -0.85 -1.70
C -4.464 -0.696 -4.057 -0.18 2.71 2.12
O -3.251 -0.525 -3.243 -0.61 -1.39 -1.13
H -5.572 -1.629 -1.342 -0.59 0.55 -1.57
H -5.114 -2.523 -3.311 -0.15 -0.37 0.44
H -6.474 -1.601 -3.961 0.91 0.14 -0.08
H -4.853 0.362 -4.213 0.28 -1.23 -0.27
H -4.182 -1.157 -4.993 0.00 -0.12 -0.22
H -3.223 0.282 -2.690 -0.27 0.10 0.25
O 3.654 1.815 1.991 0.93 -1.71 1.38
C 2.376 1.943 2.646 0.87 -1.40 0.11
C 2.547 2.432 4.076 -2.35 1.93 0.33
O 1.247 2.356 4.812 1.29 0.31 -1.02
H 4.185 1.066 2.459 -1.60 1.74 -1.25
H 1.758 2.508 1.939 0.21 0.37 0.74
H 1.882 0.961 2.772 0.17 0.02 -0.48
H 2.860 3.507 4.038 -0.30 -0.89 0.42
H 3.198 1.865 4.711 0.97 -0.48 -0.33
H 0.834 1.522 4.544 -0.02 0.01 0.13
O -1.548 -0.471 0.709 0.84 -0.72 -0.14
C -0.227 -0.593 1.234 0.46 -1.16 0.27
C 0.865 -0.376 0.227 0.43 -1.17 0.49
O 0.947 -1.562 -0.569 0.32 0.57 -0.28
H -1.603 -1.287 0.091 -0.72 0.56 0.31
H -0.118 0.086 2.050 -0.07 0.51 0.69
H -0.019 -1.632 1.586 -0.53 0.46 0.21
H 1.868 -0.257 0.694 -0.64 0.40 0.06
H 0.563 0.494 -0.311 0.21 0.91 -0.98
H 1.828 -1.501 -1.006 -0.17 -0.07 -0.21
```
Forces are in eV/Å.

ΔE to the lowest compared entry with this formula, charge and spin, eV: 1.210
E, Ha: -3174.13103
Net charge: 0
Largest force on an atom, eV Å⁻¹: 3.49
HOMO, hartree: -0.33547